{
  "formula": "C40H49F27HgNO16S",
  "method": "ωB97M-V with the def2-TZVPD basis set",
  "symbols": ["Hg", "C", "F", "F", "F", "S", "O", "O", "O", "C", "C", "C", "F", "F", "F", "F", "O", "C", "C", "F", "F", "F", "F", "H", "H", "H", "H", "C", "C", "C", "F", "F", "F", "F", "O", "C", "C", "F", "F", "F", "F", "H", "H", "H", "H", "C", "C", "C", "F", "F", "F", "F", "O", "C", "C", "F", "F", "F", "F", "H", "H", "H", "H", "O", "C", "O", "C", "C", "C", "H", "H", "H", "H", "H", "H", "O", "C", "O", "C", "C", "C", "H", "H", "H", "H", "H", "H", "O", "C", "O", "C", "C", "C", "H", "H", "H", "H", "H", "H", "O", "C", "O", "C", "C", "C", "H", "H", "H", "H", "H", "H", "O", "C", "O", "C", "C", "C", "H", "H", "H", "H", "H", "H", "C", "C", "C", "C", "N", "H", "H", "H", "H", "H", "H", "H"],
  "positions_angstrom": [[-0.3790, -2.0549, 3.8569], [0.0358, -0.2075, -0.4884], [1.1197, 0.3872, 0.0077], [-0.3737, 0.3984, -1.5805], [0.3874, -1.4733, -0.7358], [-1.3435, -0.1436, 0.8095], [-1.4351, 1.2773, 1.0988], [-2.5073, -0.6650, 0.1340], [-0.9008, -0.9224, 1.9633], [-0.0382, -2.0090, -6.5000], [-1.4999, -2.0148, -6.8695], [-1.7234, -2.9364, -8.1020], [-1.0744, -2.5122, -9.2132], [-1.3768, -4.2261, -7.8648], [-2.2755, -2.4536, -5.8469], [-1.9806, -0.7771, -7.1594], [0.2055, -1.1280, -5.4214], [1.1625, -1.5663, -4.5205], [1.2708, -0.4907, -3.4456], [2.0291, -0.8986, -2.3908], [1.8359, 0.6304, -3.9476], [0.7826, -2.7517, -4.0043], [2.3435, -1.7787, -5.1414], [0.5801, -1.7729, -7.3703], [0.2618, -3.0429, -6.3034], [-2.7983, -2.9356, -8.3215], [0.2845, -0.2281, -3.0547], [-3.8196, -1.1783, -3.3261], [-3.8255, -2.6161, -2.8267], [-2.9498, -2.7618, -1.5789], [-2.9979, -3.9832, -0.9739], [-1.6605, -2.4202, -1.7824], [-5.0861, -2.9534, -2.4294], [-3.4626, -3.4765, -3.7963], [-4.1562, -0.3361, -2.2554], [-4.2416, 1.0163, -2.5511], [-4.4589, 1.6998, -1.2115], [-4.7579, 3.0243, -1.2182], [-5.4835, 1.0704, -0.5600], [-3.0613, 1.4065, -3.0522], [-5.1826, 1.2070, -3.4748], [-4.5186, -1.0584, -4.1544], [-2.8018, -1.0005, -3.6868], [-3.3762, -2.0711, -0.8449], [-3.5450, 1.5850, -0.6188], [7.7436, 3.5096, 0.5904], [8.4831, 4.7446, 0.0627], [7.5421, 5.9353, -0.1714], [6.7645, 5.8388, -1.2606], [6.8211, 6.1758, 0.9442], [9.4062, 5.1163, 0.9710], [9.1540, 4.4606, -1.0718], [6.6742, 3.1055, -0.2634], [5.5507, 2.6659, 0.3731], [4.4860, 2.3614, -0.6714], [3.3621, 1.8714, -0.0905], [4.1355, 3.4427, -1.3918], [5.7610, 1.5427, 1.1051], [5.1167, 3.6281, 1.2215], [7.4871, 3.5644, 1.6460], [8.4595, 2.6831, 0.5185], [8.2258, 6.7840, -0.3196], [4.9098, 1.6051, -1.3437], [-1.9499, 4.1930, -3.0588], [-0.9863, 3.9017, -2.4046], [0.1382, 3.5279, -3.0309], [1.2320, 3.3611, -2.1455], [0.6830, 3.7010, -0.7497], [-0.8384, 3.9171, -0.9106], [2.0366, 3.9886, -2.5225], [1.6033, 2.3329, -2.1104], [1.2292, 4.5475, -0.3360], [0.7995, 2.8544, -0.0733], [-1.1636, 4.8694, -0.4874], [-1.5336, 3.2358, -0.4216], [-1.7300, -0.4103, 4.6882], [-2.4986, 0.4956, 4.9354], [-3.1890, 0.4949, 6.0676], [-4.0199, 1.6702, 6.2066], [-4.1442, 2.1345, 4.7460], [-2.8343, 1.7367, 4.1086], [-3.4693, 2.3633, 6.8393], [-4.9904, 1.3898, 6.6012], [-4.4927, 3.1653, 4.6842], [-4.9417, 1.5786, 4.2449], [-2.0321, 2.4607, 4.2422], [-3.0137, 1.3836, 3.0969], [1.6256, -1.2243, 2.9198], [2.7081, -1.5448, 2.4675], [3.8045, -1.4857, 3.1948], [4.9508, -2.0855, 2.5637], [4.5564, -2.2141, 1.0940], [3.0493, -2.1704, 1.1302], [5.1224, -3.0514, 3.0412], [5.8360, -1.4813, 2.7392], [4.9654, -3.0992, 0.6150], [4.9287, -1.3333, 0.5670], [2.6284, -3.1814, 1.1620], [2.5697, -1.6523, 0.3033], [2.2830, 5.0079, 5.0295], [2.0747, 3.9860, 4.4620], [3.0454, 3.2712, 3.8424], [2.5174, 2.1108, 3.2051], [0.9804, 2.2921, 3.2029], [0.7671, 3.2198, 4.3866], [2.7162, 1.2058, 3.7825], [2.8888, 2.0676, 2.1869], [0.4407, 1.3479, 3.1499], [0.7322, 2.7718, 2.2534], [0.6339, 2.6749, 5.3245], [-0.0992, 3.8619, 4.2440], [-0.1112, -3.7635, 2.1564], [-0.3777, -4.4737, 1.2176], [0.4070, -4.4987, 0.1346], [-0.0161, -5.5483, -0.7630], [-0.7908, -6.4917, 0.1234], [-1.4392, -5.5546, 1.0991], [0.8593, -6.0155, -1.2056], [-0.6646, -5.1537, -1.5465], [-0.1201, -7.1873, 0.6378], [-1.4289, -7.1569, -0.4589], [-1.7018, -5.9910, 2.0589], [-2.3336, -5.1011, 0.6585], [-5.4159, -0.7945, 1.6946], [-5.8348, -2.0213, 2.5170], [-4.9072, -3.2211, 2.2482], [-3.6101, -3.1221, 2.8646], [-2.5760, -3.0455, 3.3501], [-4.5722, -0.2830, 2.1703], [-6.2232, -0.0620, 1.7068], [-5.1151, -0.9764, 0.6671], [-6.8209, -2.3090, 2.1481], [-5.9804, -1.7945, 3.5712], [-4.7320, -3.3849, 1.1817], [-5.4055, -4.1298, 2.5961]],
  "e_homo_ha": -0.415,
  "orbital_gap_ev": 5.9,
  "de_lowest_kcal_mol": 0.00,
  "total_charge": 1,
  "energy_ha": -6060.010785
}